# 1
Here is a structure of composition C4F12N2O18PbS4 from the Open Molecules 2025 dataset. Energies are from ωB97M-V/def2-TZVPD.

The calculation puts the energy relative to the best compared isomer or geometry (same formula, charge and spin) at 1.0 kcal/mol. The highest occupied orbital energy is 0.128 eV. As for the net charge: -4. The orbital gap comes out at 4.09 eV. Its spin multiplicity is 1.

```
41
Properties=species:S:1:pos:R:3:nbo_charge:R:1
Pb 8.72331 13.53524 -11.05776 1.85
N 11.96955 15.23502 -14.54226 0.73
O 11.53213 16.14634 -15.25456 -0.57
O 13.08996 14.84477 -14.69336 -0.54
O 11.23181 14.72679 -13.70961 -0.60
N 10.45497 9.80382 -10.65347 0.73
O 11.01359 10.85888 -10.56470 -0.56
O 11.02051 8.76985 -10.47688 -0.51
O 9.23755 9.82362 -10.78778 -0.58
C 2.69946 15.78526 -9.28064 0.71
F 3.12456 15.79554 -8.01237 -0.33
F 2.23137 14.56610 -9.62721 -0.32
F 1.69493 16.73112 -9.34008 -0.36
S 4.20274 16.43905 -10.32790 2.30
O 4.65965 17.63242 -9.66787 -0.97
O 5.19149 15.34973 -10.37707 -1.02
O 3.65710 16.62200 -11.68358 -1.00
C 4.04725 11.96610 -15.04612 0.73
F 3.17076 12.46180 -15.98591 -0.35
F 3.78862 12.57110 -13.87199 -0.31
F 3.85005 10.62843 -14.97736 -0.33
S 5.84789 12.54407 -15.63566 2.25
O 6.69965 12.59455 -14.37478 -1.01
O 6.25787 11.55164 -16.64327 -0.99
O 5.69068 13.89565 -16.19168 -0.97
C 11.23321 19.32444 -9.57040 0.74
F 10.08562 19.84230 -9.22060 -0.33
F 11.32756 19.25999 -10.87011 -0.31
F 12.10383 20.12529 -9.05450 -0.33
S 11.42396 17.56396 -8.76638 2.25
O 11.19849 17.64663 -7.28462 -0.99
O 10.37055 16.79586 -9.43847 -1.02
O 12.78892 17.11190 -9.05655 -0.99
C 7.30386 12.73145 -4.44315 0.73
F 8.40525 13.44536 -4.10571 -0.34
F 7.10498 11.73584 -3.55826 -0.33
F 6.35635 13.66116 -4.52673 -0.32
S 7.54839 11.78552 -6.15050 2.26
O 6.15553 11.48588 -6.59356 -1.00
O 8.22557 12.61519 -7.15179 -1.00
O 8.31766 10.59653 -5.75668 -0.99
```

=====

# 2
Here is a structure of composition C21H19Cl4Ge2HgO2 from the Open Molecules 2025 dataset. Energies are from ωB97M-V/def2-TZVPD.

The highest occupied orbital energy is -4.094 eV. As for the net charge: -1. The orbital gap comes out at 6.56 eV. Its spin multiplicity is 1.

```
49
Properties=species:S:1:pos:R:3:nbo_charge:R:1
Hg 0.15015 0.79442 -1.39966 1.19
Cl 3.03255 3.81020 -6.99526 -0.01
C 1.87868 3.21673 -5.84243 -0.11
C 0.52218 3.38183 -6.05903 -0.11
Cl -0.04885 4.18521 -7.48756 -0.01
C -0.39094 2.89248 -5.11332 -0.17
Cl -2.10143 3.08310 -5.35714 -0.01
C 0.01975 2.24150 -3.95242 0.33
O -0.83735 1.78396 -3.07160 -0.88
C 1.42608 2.07135 -3.72766 0.24
O 1.83251 1.46201 -2.64220 -0.87
C 2.31528 2.56339 -4.68054 -0.13
Cl 4.01205 2.33809 -4.37845 -0.01
C -3.70779 0.04712 0.63649 -1.07
Ge -2.21293 0.30934 1.87999 1.17
C -2.68030 -0.54366 3.58507 -1.07
C -2.06593 2.24182 2.19326 -1.07
Ge -0.18613 -0.40575 0.74863 0.38
C -0.27789 -2.34167 0.38503 -0.41
C 0.69937 -2.96048 -0.39883 -0.15
C 0.64043 -4.31897 -0.67914 -0.23
C -0.40835 -5.08624 -0.18886 -0.22
C -1.39233 -4.48905 0.58440 -0.22
C -1.32368 -3.12899 0.86803 -0.22
C 1.37096 -0.09232 1.91370 -0.41
C 1.21909 0.21925 3.26542 -0.16
C 2.32257 0.45564 4.07849 -0.24
C 3.60176 0.38237 3.54780 -0.22
C 3.77250 0.07985 2.20315 -0.20
C 2.66689 -0.14741 1.39433 -0.21
H -4.62254 0.48232 1.04491 0.22
H -3.88472 -1.00994 0.43144 0.23
H -3.47777 0.54254 -0.30863 0.24
H -3.61282 -0.10017 3.94092 0.22
H -1.90679 -0.38196 4.33711 0.22
H -2.82646 -1.61838 3.46783 0.22
H -3.00181 2.63252 2.59893 0.22
H -1.86334 2.74293 1.24488 0.24
H -1.25678 2.48120 2.88510 0.23
H 1.51561 -2.37289 -0.80641 0.20
H 1.40851 -4.77702 -1.29025 0.21
H -0.46112 -6.14443 -0.41469 0.21
H -2.21599 -5.08002 0.96649 0.20
H -2.09845 -2.67738 1.47833 0.20
H 0.22476 0.27497 3.69550 0.19
H 2.18133 0.69934 5.12469 0.20
H 4.46323 0.57066 4.17729 0.20
H 4.76790 0.03717 1.77830 0.21
H 2.81834 -0.34657 0.33856 0.22
```

=====

# 3
Here is a structure of composition C38H33ClIN7O7Ru from the Open Molecules 2025 dataset. Energies are from ωB97M-V/def2-TZVPD.

The calculation puts the energy relative to the best compared isomer or geometry (same formula, charge and spin) at 52.1 kcal/mol. The highest occupied orbital energy (alpha / beta) is -4.268 / -4.213 eV. As for the net charge: -1. The orbital gap (alpha / beta) comes out at 5.61 / 5.55 eV. Its spin multiplicity is 2.

```
88
Properties=species:S:1:pos:R:3:mulliken_spin:R:1
Ru -0.58300 0.91369 -0.27974 0.82
C 1.97832 -1.93711 -2.17468 0.00
C 1.37096 -1.22158 -3.38604 0.00
C 0.29797 -0.14270 -3.10573 0.00
N 0.57224 0.75145 -2.00028 -0.05
C 1.62851 1.52960 -2.01904 0.01
C 2.45906 1.69714 -3.16038 0.03
C 3.76210 2.11486 -3.25900 -0.01
C 4.64250 2.49490 -2.25075 0.04
C 4.30596 2.77389 -0.93867 -0.02
C 3.05168 2.81330 -0.36077 0.04
C 1.80020 2.37851 -0.82907 -0.03
N 0.65755 2.63067 -0.19624 -0.02
C 0.51329 3.77608 0.67104 0.00
C -0.31115 3.48039 1.92052 -0.01
C -1.67686 2.87105 1.54897 -0.01
N -1.50691 1.44316 1.42437 -0.02
C -1.60044 0.67620 2.51444 0.02
C -1.90920 1.18513 3.78983 -0.02
C -2.12461 0.54695 5.00203 0.00
C -2.10890 -0.79540 5.31818 -0.01
C -1.77260 -1.84897 4.46902 0.00
C -1.33978 -1.80641 3.16989 0.00
C -1.18606 -0.72004 2.26767 0.00
N -0.67679 -0.87766 1.07699 0.12
C -0.02433 -2.42156 -0.66644 -0.02
C 1.10546 -3.00398 -1.51131 0.00
H 2.25237 -1.19767 -1.41949 0.00
H 2.89701 -2.42064 -2.51578 0.00
H 0.91648 -1.95680 -4.05545 0.00
H 2.20343 -0.75531 -3.91822 0.00
H -0.65835 -0.62857 -2.90174 0.00
H 0.15861 0.44643 -4.02760 0.00
H 1.99059 1.43236 -4.09934 0.00
H 4.18562 2.08505 -4.25693 0.00
H 5.68045 2.62185 -2.53018 0.00
H 5.12394 3.06001 -0.28812 0.00
H 3.04389 3.16059 0.66467 0.00
H -0.01679 4.55462 0.10240 0.00
H 1.47600 4.20666 0.97069 0.00
H -0.42944 4.40303 2.49277 0.00
H 0.22922 2.75961 2.54091 0.00
H -2.01412 3.26839 0.58565 0.00
H -2.44185 3.13111 2.29022 0.00
H -1.97620 2.26101 3.87253 0.00
H -2.35072 1.21580 5.82772 0.00
H -2.36120 -1.05720 6.33806 0.00
H -1.83245 -2.84094 4.90168 0.00
H -1.11232 -2.76781 2.73532 0.00
H -0.54537 -1.66451 -1.25758 0.00
H -1.76764 -3.02836 -0.09987 0.00
H 0.63672 -3.63655 -2.27206 0.00
H 1.72723 -3.65248 -0.88996 0.00
Cl -6.49156 1.82198 -4.54420 0.00
C -5.20816 1.17673 -3.56805 0.00
C -5.16166 -0.18641 -3.36009 0.00
C -4.16527 -0.71409 -2.56311 0.00
I -4.03898 -2.78513 -2.20831 0.00
C -3.18833 0.06974 -1.92695 0.01
O -2.33403 -0.43323 -1.12620 0.04
C -3.19740 1.47069 -2.24909 -0.01
N -2.17013 2.20329 -1.77181 -0.01
C -2.14883 3.50385 -2.02726 0.00
C -3.15582 4.16244 -2.72192 0.00
C -4.21010 3.43720 -3.23558 0.00
C -4.23416 2.03941 -3.03808 0.00
H -5.90116 -0.83003 -3.81075 0.00
H -1.28547 4.04716 -1.66826 0.00
H -3.09839 5.23166 -2.86808 0.00
H -5.00497 3.91457 -3.78813 0.00
O -0.91172 -3.43491 -0.29166 0.00
C 0.49414 -1.59151 0.59123 -0.01
O 1.24468 -0.55707 0.17273 0.10
C 1.28087 -2.49043 1.54133 0.01
C 0.87098 -3.75434 1.94836 0.00
C 1.72037 -4.53350 2.75485 0.00
C 2.99095 -4.09665 3.09369 0.00
C 3.39430 -2.83840 2.67340 0.00
C 2.53165 -2.02590 1.92315 -0.01
N 4.69501 -2.37235 2.98684 0.00
O 5.01112 -1.23563 2.62922 0.00
O 5.45840 -3.12685 3.59460 0.00
N 1.26913 -5.79272 3.23378 0.00
O 2.08633 -6.54940 3.76191 0.00
O 0.07239 -6.06322 3.11287 0.00
H -0.05819 -4.19561 1.62595 0.00
H 3.64190 -4.72520 3.68560 0.00
H 2.86183 -1.04738 1.61289 0.00
```

=====

# 4
Here is a cluster of 2 separate species, H5ISi2 in total from the Open Molecules 2025 dataset. Energies are from ωB97M-V/def2-TZVPD.

The calculation puts the energy relative to the best compared isomer or geometry (same formula, charge and spin) at 81.3 kcal/mol. The highest occupied orbital energy (alpha / beta) is -9.151 / -7.660 eV. As for the net charge: 0. The orbital gap (alpha / beta) comes out at 7.47 / 4.67 eV. Its spin multiplicity is 1.

```
8
Properties=species:S:1:pos:R:3:nbo_charge:R:1
Si -0.77958 -1.02265 0.04719 0.41
Si -0.01214 1.30028 0.06169 0.52
I 3.56537 -0.45725 0.23223 -0.32
H 0.37176 -1.91872 0.20966 -0.07
H -2.18731 -1.05622 0.73737 -0.10
H -1.38155 -1.13411 -1.27028 -0.13
H 1.07353 1.98112 0.70719 -0.14
H -0.65009 2.30754 -0.72505 -0.17
```